[1]
This record from OMol25 describes 2 unconnected molecules or ions with the total composition C10H16. The level of theory is ωB97M-V with the def2-TZVPD basis set.

Its orbital gap is 9.98 eV. The calculation puts the relative energy (zero: lowest compared OMol25 entry of this formula, charge and spin) at 44.1 kJ/mol. Its LUMO energy is 1.0 eV. The SMILES is CCc1ccccc1.CC.

CARTESIAN COORDINATES (ANGSTROEM)
C (1.11, -1.37, 0.26)
C (0.72, -1.42, -1.21)
C (1.38, 0.02, 0.80)
C (1.16, 0.28, 2.15)
C (2.03, 0.99, 0.04)
C (1.71, 1.37, 2.79)
C (2.51, 2.15, 0.66)
C (2.45, 2.29, 2.03)
H (0.26, -1.75, 0.83)
H (1.94, -2.01, 0.52)
H (1.45, -0.94, -1.87)
H (0.63, -0.47, 2.73)
H (2.20, 0.84, -1.01)
H (1.68, 1.54, 3.85)
H (2.96, 2.91, 0.03)
H (3.04, 3.08, 2.49)
H (-0.21, -0.89, -1.39)
H (0.66, -2.45, -1.56)
C (-2.87, -0.61, -1.02)
C (-4.03, -0.38, -1.98)
H (-3.18, -0.61, 0.02)
H (-2.46, -1.59, -1.25)
H (-2.05, 0.09, -1.18)
H (-4.57, -1.33, -2.08)
H (-3.75, -0.08, -2.99)
H (-4.78, 0.34, -1.66)

---

[2]
This record from OMol25 describes 2 unconnected molecules or ions with the total composition C10H16. The level of theory is ωB97M-V with the def2-TZVPD basis set.

Its orbital gap is 9.96 eV. The calculation puts the relative energy (zero: lowest compared OMol25 entry of this formula, charge and spin) at 67.7 kJ/mol. Its LUMO energy is 1.0 eV. The SMILES is CCc1ccccc1.CC.

CARTESIAN COORDINATES (ANGSTROEM)
C (0.19, -1.38, -2.30)
C (-1.28, -1.79, -2.48)
H (0.56, -1.22, -3.32)
H (0.40, -0.48, -1.75)
H (0.71, -2.28, -1.99)
H (-1.57, -2.35, -1.58)
H (-2.00, -0.98, -2.57)
H (-1.51, -2.40, -3.35)
C (0.64, -0.15, 2.58)
C (2.09, -0.51, 2.30)
C (0.05, 0.57, 1.41)
C (0.52, 1.87, 1.09)
C (-1.05, 0.16, 0.68)
C (0.06, 2.54, -0.01)
C (-1.47, 0.79, -0.48)
C (-0.90, 2.00, -0.87)
H (0.09, -1.08, 2.77)
H (0.56, 0.45, 3.49)
H (2.68, 0.30, 1.87)
H (1.11, 2.39, 1.83)
H (-1.57, -0.75, 0.96)
H (0.46, 3.53, -0.20)
H (-2.21, 0.31, -1.09)
H (-1.34, 2.60, -1.65)
H (2.17, -1.22, 1.47)
H (2.62, -0.90, 3.17)

---

[3]
This record from OMol25 describes 2 unconnected molecules or ions with the total composition C10H16. The level of theory is ωB97M-V with the def2-TZVPD basis set.

Its orbital gap is 9.79 eV. The calculation puts the relative energy (zero: lowest compared OMol25 entry of this formula, charge and spin) at 199.5 kJ/mol. Its LUMO energy is 1.0 eV. The SMILES is Cc1ccccc1.CCC.

CARTESIAN COORDINATES (ANGSTROEM)
C (-0.56, 3.25, 0.55)
C (1.02, 0.48, -1.51)
C (2.32, 0.96, -1.64)
C (0.01, 1.35, -0.97)
C (0.39, 2.57, -0.38)
C (2.65, 2.23, -1.06)
C (1.79, 2.98, -0.33)
H (0.72, -0.47, -1.64)
H (3.05, 0.33, -2.08)
H (-0.96, 1.10, -0.92)
H (3.74, 2.40, -1.08)
H (-0.84, 2.55, 1.29)
H (-1.29, 3.82, 0.04)
H (2.22, 3.75, 0.23)
H (0.00, 4.04, 0.96)
C (-1.74, -2.57, 1.17)
C (-1.87, -2.60, -0.31)
C (-0.36, -3.22, 1.58)
H (-2.57, -3.13, 1.67)
H (-1.95, -1.66, 1.63)
H (-1.58, -1.60, -0.61)
H (-1.15, -3.21, -0.84)
H (-0.50, -3.66, 2.60)
H (0.50, -2.57, 1.37)
H (-2.84, -3.05, -0.59)
H (-0.18, -4.09, 0.88)